{"formula": "C43H84O23S10", "method": "the ωB97M-V functional and the def2-TZVPD basis", "species": ["C", "C", "O", "C", "O", "O", "H", "H", "H", "H", "C", "C", "C", "S", "O", "O", "C", "H", "H", "H", "H", "H", "H", "H", "H", "C", "C", "C", "S", "O", "O", "C", "H", "H", "H", "H", "H", "H", "H", "H", "C", "C", "C", "S", "O", "O", "C", "H", "H", "H", "H", "H", "H", "H", "H", "C", "C", "C", "S", "O", "O", "C", "H", "H", "H", "H", "H", "H", "H", "H", "C", "C", "C", "S", "O", "O", "C", "H", "H", "H", "H", "H", "H", "H", "H", "C", "C", "C", "S", "O", "O", "C", "H", "H", "H", "H", "H", "H", "H", "H", "C", "C", "C", "S", "O", "O", "C", "H", "H", "H", "H", "H", "H", "H", "H", "C", "C", "C", "S", "O", "O", "C", "H", "H", "H", "H", "H", "H", "H", "H", "C", "C", "C", "S", "O", "O", "C", "H", "H", "H", "H", "H", "H", "H", "H", "C", "C", "C", "S", "O", "O", "C", "H", "H", "H", "H", "H", "H", "H", "H"], "xyz": [[0.06103, -0.46032, -0.20172], [1.55081, -0.20436, 0.01108], [1.61172, 1.01150, 0.73411], [0.43079, 1.66233, 0.55283], [0.24577, 2.81464, 0.86315], [-0.48309, 0.87616, 0.01878], [-0.45683, -1.15268, 0.47047], [-0.26198, -0.74145, -1.21419], [2.07485, -0.01852, -0.91827], [2.02021, -1.03339, 0.54040], [2.09455, -1.44150, -6.20412], [2.11567, -3.08079, -6.23242], [1.40638, -3.65864, -4.96973], [0.52145, -2.35670, -4.17509], [0.73424, -2.37947, -2.77160], [-0.81527, -2.30035, -4.75488], [1.53745, -0.97891, -4.86501], [1.46053, -1.16936, -7.01137], [3.10927, -1.14625, -6.40879], [3.14631, -3.47897, -6.23057], [1.66598, -3.37803, -7.16731], [2.18822, -4.02977, -4.29369], [0.75079, -4.48110, -5.21527], [2.33622, -0.73273, -4.17245], [0.80380, -0.15363, -4.87971], [1.38835, 5.66768, 0.57273], [-0.03328, 6.01360, 0.94469], [-0.12492, 5.92142, 2.48361], [1.55355, 6.53971, 3.06134], [2.21844, 5.62080, 3.93610], [1.36359, 7.91954, 3.43470], [2.26955, 6.55021, 1.42445], [1.65964, 5.73770, -0.46591], [1.45917, 4.62467, 0.94164], [-0.75630, 5.43437, 0.41353], [-0.27671, 7.01451, 0.62665], [-0.26419, 4.92322, 2.91806], [-0.88384, 6.54766, 2.97203], [3.30467, 6.28098, 1.61472], [2.32356, 7.56270, 1.04519], [-3.32395, 2.38633, -3.98169], [-3.09568, 3.05480, -2.62231], [-1.96088, 2.41896, -1.83041], [-1.09530, 1.50765, -3.10562], [-1.43951, 0.13079, -3.06551], [0.25356, 1.95098, -3.04530], [-1.90966, 2.19674, -4.56611], [-3.95221, 3.02282, -4.58930], [-3.77318, 1.38249, -3.91222], [-4.03252, 3.28011, -2.07067], [-2.74102, 4.06674, -2.96334], [-2.31141, 1.64087, -1.17009], [-1.29053, 3.09204, -1.31907], [-1.79420, 1.45676, -5.38687], [-1.48780, 3.17027, -4.84297], [2.81438, 3.54267, -1.53324], [3.24337, 2.60004, -2.75785], [4.79341, 2.40266, -2.68630], [5.06640, 2.22490, -0.89987], [6.43083, 2.59628, -0.60130], [4.56494, 0.94546, -0.48473], [3.96679, 3.51690, -0.50805], [1.90402, 3.12073, -1.09422], [2.67357, 4.57910, -1.82077], [2.94263, 3.03503, -3.69426], [2.74922, 1.67716, -2.62961], [5.26496, 3.31685, -2.97281], [5.21558, 1.64931, -3.37031], [4.65924, 4.37342, -0.64624], [3.77106, 3.45800, 0.56525], [-4.37529, 3.92471, 2.32757], [-3.37175, 3.01674, 1.61788], [-3.65683, 1.46814, 1.93657], [-4.81891, 1.63589, 3.41512], [-4.30209, 0.79193, 4.55402], [-6.13832, 1.40713, 2.81218], [-4.62203, 3.38758, 3.71713], [-5.29059, 3.87175, 1.75722], [-3.98214, 4.90251, 2.42784], [-2.36917, 3.20050, 2.09005], [-3.29708, 3.19505, 0.57260], [-2.77169, 0.92147, 2.26302], [-4.10244, 0.95425, 1.07142], [-3.76774, 3.56651, 4.34915], [-5.52322, 3.71231, 4.18445], [-0.09480, 0.06065, 4.37358], [1.27410, 0.71062, 4.60163], [1.14600, 2.08031, 5.25467], [-0.60812, 2.29891, 5.61326], [-1.22249, 2.95131, 4.49680], [-0.86623, 2.83349, 6.95480], [-1.06705, 0.56219, 5.44957], [-0.05376, -0.98652, 4.35912], [-0.52114, 0.26978, 3.37556], [1.89289, 0.69275, 3.70554], [1.77328, 0.11106, 5.39222], [1.63551, 2.92894, 4.77358], [1.53910, 2.10555, 6.25032], [-2.11615, 0.52065, 5.24958], [-0.78477, 0.13519, 6.41369], [0.08511, -6.60182, 0.06567], [-0.17157, -5.76736, 1.39544], [1.26724, -5.32269, 1.74934], [1.94001, -4.66730, 0.24800], [3.30807, -5.16234, 0.17783], [1.62760, -3.25043, 0.11464], [0.83646, -5.63546, -0.90728], [-0.73403, -7.09319, -0.43930], [0.79362, -7.41751, 0.24199], [-0.62503, -6.27499, 2.23062], [-0.79300, -4.88002, 1.12322], [1.83715, -6.16172, 2.16878], [1.28868, -4.63660, 2.57437], [1.45347, -6.20701, -1.57888], [0.20734, -4.87519, -1.38631], [-4.75367, -2.44250, 3.77869], [-4.20007, -3.19521, 5.07298], [-2.86348, -3.87910, 4.78983], [-2.43337, -3.25008, 3.14278], [-2.99018, -4.13687, 2.11805], [-1.05714, -2.82959, 3.06900], [-3.53274, -1.78576, 3.18814], [-5.49156, -1.69070, 4.04100], [-5.15280, -3.18968, 3.10705], [-4.89601, -3.90853, 5.52217], [-4.10959, -2.45940, 5.84437], [-2.85323, -4.94645, 4.75538], [-2.03189, -3.50904, 5.40104], [-3.68171, -1.46125, 2.13261], [-3.09770, -1.08122, 3.86562], [-2.66290, -3.26868, -2.26102], [-3.79463, -2.64841, -3.03617], [-4.32938, -1.43337, -2.28711], [-3.96747, -1.83437, -0.58877], [-5.16399, -1.93103, 0.21847], [-2.95621, -0.87383, -0.16685], [-3.22164, -3.46826, -0.80908], [-1.77731, -2.61055, -2.23106], [-2.28204, -4.09752, -2.84858], [-4.56507, -3.42550, -3.04635], [-3.46444, -2.34552, -4.04710], [-5.39018, -1.22721, -2.36122], [-3.85201, -0.50937, -2.42942], [-3.94358, -4.23258, -0.52736], [-2.46731, -3.63290, -0.05750], [5.32338, -2.64126, -0.93093], [6.68619, -1.97060, -1.27227], [6.65672, -1.56475, -2.78590], [5.03859, -1.92152, -3.31411], [4.93499, -3.28505, -3.78345], [4.49952, -0.87145, -4.13341], [4.26765, -1.95122, -1.69864], [5.17391, -2.56166, 0.14921], [5.32779, -3.68827, -1.18089], [7.52392, -2.66733, -1.10257], [6.96825, -1.05662, -0.73562], [7.36604, -2.07847, -3.37654], [6.84478, -0.52176, -2.97498], [3.27155, -2.38288, -1.79703], [4.08550, -0.95366, -1.37302]], "energy_ha": -7401.11093, "smiles": "O=S1(=O)CCCC1.O=S1(=O)CCCC1.O=S1(=O)CCCC1.O=S1(=O)CCCC1.O=S1(=O)CCCC1.O=S1(=O)CCCC1.O=S1(=O)CCCC1.O=S1(=O)CCCC1.O=S1(=O)CCCC1.O=S1(=O)CCCC1.O=C1OCCO1", "total_charge": 0}

***

{"formula": "C43H85N5O15S", "method": "the ωB97M-V functional and the def2-TZVPD basis", "species": ["C", "C", "O", "O", "C", "C", "C", "C", "C", "C", "C", "C", "C", "C", "C", "C", "C", "O", "N", "C", "C", "C", "S", "O", "O", "O", "C", "O", "H", "H", "H", "H", "H", "H", "H", "H", "H", "H", "H", "H", "H", "H", "H", "H", "H", "H", "H", "H", "H", "H", "H", "H", "H", "C", "O", "C", "C", "N", "C", "C", "O", "C", "H", "H", "H", "H", "H", "H", "H", "H", "H", "H", "H", "H", "H", "H", "H", "C", "O", "C", "C", "N", "C", "C", "O", "C", "H", "H", "H", "H", "H", "H", "H", "H", "H", "H", "H", "H", "H", "H", "H", "C", "O", "C", "C", "N", "C", "C", "O", "C", "H", "H", "H", "H", "H", "H", "H", "H", "H", "H", "H", "H", "H", "H", "H", "C", "O", "C", "C", "N", "C", "C", "O", "C", "H", "H", "H", "H", "H", "H", "H", "H", "H", "H", "H", "H", "H", "H", "H"], "xyz": [[-3.29845, -3.56173, 3.89858], [-2.59842, -4.76661, 3.29892], [-2.39784, -5.73853, 3.98972], [-2.17037, -4.71677, 2.00073], [-3.03253, -5.43613, 1.09454], [-3.64423, -4.49471, 0.00813], [-3.57890, -3.01651, 0.40348], [-4.33203, -2.10404, -0.58594], [-4.76849, -0.77783, 0.08009], [-3.56181, 0.18892, 0.11357], [-3.10486, 0.66589, 1.47664], [-3.63959, 0.30129, 2.67762], [-3.17188, 0.76479, 3.89181], [-2.11825, 1.60660, 3.87484], [-1.53768, 1.98367, 2.66557], [-2.01704, 1.52837, 1.49307], [-0.36177, 2.88879, 2.98655], [0.21801, 3.69421, 2.29474], [-0.10944, 2.61550, 4.35039], [1.05892, 1.79113, 4.68242], [1.48693, 0.88764, 3.52450], [2.59305, 1.53058, 2.64700], [2.45505, 1.12595, 0.92423], [3.60878, 1.66896, 0.27770], [2.35651, -0.27910, 0.69848], [1.16941, 1.83887, 0.29143], [-1.35074, 2.30278, 4.98987], [-1.67784, 2.59245, 6.11306], [-3.46917, -3.70640, 4.95915], [-4.25558, -3.43453, 3.38438], [-2.72119, -2.65345, 3.70471], [-3.81746, -5.96863, 1.63425], [-2.41082, -6.16805, 0.57964], [-3.07303, -4.65408, -0.90998], [-4.67740, -4.79588, -0.18004], [-2.53539, -2.70882, 0.47005], [-4.05594, -2.92856, 1.38187], [-5.18908, -2.65104, -0.98878], [-3.64105, -1.89033, -1.40703], [-5.55203, -0.34442, -0.54162], [-5.14888, -1.05306, 1.06079], [-2.70453, -0.32235, -0.33710], [-3.73446, 1.05614, -0.52813], [-4.47008, -0.39144, 2.71877], [-3.60398, 0.45106, 4.83276], [-1.53563, 1.84176, 0.57275], [1.91363, 2.36824, 5.04700], [0.76588, 1.14796, 5.51651], [1.93570, -0.00685, 3.95910], [0.66049, 0.52879, 2.90751], [2.65992, 2.61642, 2.74159], [3.55287, 1.12747, 2.96617], [0.93139, 2.64298, 0.79096], [-1.44158, 7.75760, -3.85170], [-0.60609, 7.19450, -2.85434], [-0.23042, 8.11641, -1.83606], [-0.91298, 7.79003, -0.52141], [-2.34384, 8.06803, -0.57859], [-3.10970, 7.51812, 0.53876], [-3.10892, 6.00353, 0.73740], [-3.78692, 5.27505, -0.27187], [-3.03249, 5.01744, -1.44201], [-1.49710, 7.05210, -4.67999], [-2.45585, 7.91736, -3.47151], [-1.03391, 8.69989, -4.22658], [-0.41859, 9.15083, -2.13658], [0.84853, 8.00349, -1.69512], [-0.46331, 8.39148, 0.27405], [-0.71174, 6.73296, -0.30552], [-2.71863, 7.68622, -1.43613], [-4.14670, 7.82925, 0.38964], [-2.76792, 7.99550, 1.46264], [-3.65957, 5.80264, 1.66054], [-2.10137, 5.59929, 0.89559], [-1.97122, 4.87183, -1.22418], [-3.15954, 5.81746, -2.17507], [-3.42067, 4.10283, -1.89337], [2.63061, 6.15117, -4.91795], [2.47749, 6.97877, -6.05747], [3.50455, 6.82677, -7.03109], [2.97800, 6.13584, -8.27480], [2.68050, 4.73154, -8.01574], [1.90539, 4.07216, -9.06569], [0.51398, 4.61914, -9.37742], [-0.43587, 4.42637, -8.34410], [-0.38751, 5.38635, -7.30472], [1.92398, 6.49410, -4.16223], [2.40001, 5.10691, -5.15280], [3.64227, 6.22172, -4.50903], [4.37561, 6.30416, -6.62581], [3.82313, 7.83552, -7.30941], [3.72809, 6.20208, -9.06856], [2.08771, 6.68925, -8.59926], [2.16167, 4.66046, -7.15141], [1.78866, 3.02920, -8.76099], [2.49841, 4.06572, -9.98589], [0.13202, 4.05810, -10.23446], [0.53585, 5.66930, -9.69189], [-0.09924, 6.37550, -7.66843], [0.28939, 5.06020, -6.51144], [-1.38411, 5.45749, -6.86558], [2.64687, -6.74217, 7.72451], [1.34818, -6.20419, 7.56610], [0.85786, -6.24882, 6.22850], [-0.26224, -7.25913, 6.08050], [0.23607, -8.62690, 6.19560], [-0.80793, -9.63865, 6.34626], [-1.72786, -9.55839, 7.56358], [-1.09393, -9.82843, 8.80126], [-0.40660, -8.73467, 9.38043], [2.99902, -6.46846, 8.71839], [2.64128, -7.83481, 7.65314], [3.34030, -6.33194, 6.98491], [1.66030, -6.43893, 5.50973], [0.44904, -5.25685, 6.01480], [-0.73213, -7.12901, 5.10424], [-1.00932, -7.03278, 6.85182], [0.85040, -8.68688, 6.99626], [-0.30121, -10.60657, 6.38248], [-1.42261, -9.63884, 5.44044], [-2.48081, -10.34235, 7.44539], [-2.28243, -8.61381, 7.61135], [-0.89554, -7.78126, 9.16671], [0.63446, -8.70626, 9.04938], [-0.39757, -8.88279, 10.46110], [3.42776, -5.56253, -1.83838], [2.50438, -4.64093, -2.38463], [2.31192, -3.47101, -1.59292], [2.91405, -2.24755, -2.25493], [4.37160, -2.30006, -2.24637], [5.01824, -1.30796, -3.10302], [4.73441, -1.34756, -4.60380], [5.26436, -2.47708, -5.27627], [4.47494, -3.64949, -5.20307], [3.33928, -6.49164, -2.40042], [4.45798, -5.20342, -1.93217], [3.20805, -5.76993, -0.78725], [2.69707, -3.60068, -0.57777], [1.23082, -3.32021, -1.52052], [2.58429, -1.35482, -1.71719], [2.51530, -2.19991, -3.27713], [4.66834, -3.21841, -2.54749], [6.09560, -1.43668, -2.97051], [4.77162, -0.31120, -2.72355], [5.23807, -0.48355, -5.04545], [3.66961, -1.22529, -4.83520], [3.40573, -3.42541, -5.18350], [4.74876, -4.25296, -4.33406], [4.68550, -4.24779, -6.09070]], "energy_ha": -3489.75382, "smiles": "CC(=O)OCCCCCCc1ccc2c(c1)C(=O)N(CCCS(=O)(=O)O)C2=O.COCCNCCOC.COCCNCCOC.COCCNCCOC.COCCNCCOC", "total_charge": 0}

***

Number 1: F_max 3.16 eV/A. Number 2: F_max 3.05 eV/A.